Entry 1:
Formula: C31H31BaCl3GeN3O10P2
Source: OMol25
Level of theory: the ωB97M-V functional and the def2-TZVPD basis

Output
energy above the lowest of the compared OMol25 structures with the same formula, charge and spin: 9.1 kcal/mol
strongest force on any atom: 0.7 eV/A
total charge: -1
LUMO level: 2.000 eV
Kohn-Sham gap: 8.050 eV

Structure (XYZ):
```
82
Properties=species:S:1:pos:R:3:forces:R:3:lowdin_charge:R:1
Ba 1.1176 -1.9362 -0.4585 0.03 0.08 0.74 1.958
C 2.9956 -5.1641 2.9164 0.00 0.00 0.00 0.008
C 1.8984 -4.2007 2.5310 -0.04 -0.03 0.02 -0.525
O 2.1359 -3.1415 1.9772 -0.07 -0.02 -0.18 -0.057
N 0.6377 -4.6045 2.8396 0.04 0.05 0.01 0.077
C -0.5526 -3.8670 2.4317 0.04 -0.01 -0.01 -0.103
C -1.2109 -4.5313 1.2453 -0.11 0.07 0.00 -0.252
C -2.0171 -5.6524 1.4134 -0.04 0.03 0.00 -0.027
C -2.5616 -6.2677 0.2999 0.00 0.00 0.00 -0.067
C -2.2855 -5.7473 -0.9540 -0.02 0.00 0.00 -0.056
C -1.4772 -4.6261 -1.0345 0.03 0.02 0.00 -0.122
N -0.9573 -4.0265 0.0370 0.23 0.00 -0.04 0.048
H 3.9449 -4.6383 2.8854 0.00 0.00 0.01 0.086
H 3.0262 -5.9754 2.1872 0.01 0.01 -0.01 0.091
H 2.8342 -5.5890 3.9075 0.00 -0.01 0.00 0.077
H 0.5264 -5.5319 3.2124 -0.01 0.01 0.02 0.134
H -0.2600 -2.8449 2.1857 -0.06 0.02 0.01 0.079
H -1.2500 -3.8060 3.2680 0.01 -0.05 0.01 0.132
H -2.2201 -6.0250 2.4100 0.00 0.00 0.00 0.111
H -3.1934 -7.1403 0.4086 0.00 0.00 0.00 0.105
H -2.6818 -6.1968 -1.8536 0.00 0.00 0.00 0.104
H -1.2166 -4.1945 -1.9951 0.01 -0.01 -0.01 0.106
O 2.6561 0.1040 -2.2205 0.06 0.02 0.05 -0.241
P 1.8883 -0.6973 -3.4377 -0.07 -0.12 0.15 0.122
O 2.0496 0.0275 -4.7078 0.00 0.04 0.00 -0.285
O 0.5496 -0.9762 -2.8042 -0.01 -0.06 -0.16 -0.521
O 2.7379 -2.0653 -3.4539 0.13 0.00 -0.19 -0.293
P 2.7448 -3.6177 -2.9438 -0.04 -0.03 -0.05 0.126
O 1.1970 -4.0660 -3.2647 0.31 0.04 -0.06 -0.183
O 3.6755 -4.3716 -3.7988 0.00 0.00 0.00 -0.302
O 2.8330 -3.6136 -1.4434 -0.13 0.14 -0.10 -0.525
H 3.3734 0.6444 -2.5686 -0.01 -0.03 -0.08 0.039
H 1.1979 -4.2740 -4.2075 -0.24 -0.04 0.01 0.067
O -1.5278 -0.1732 2.9964 -0.02 -0.04 0.14 0.001
C -0.5086 0.0375 2.3404 -0.09 -0.03 -0.03 -0.704
O -0.0091 -0.7464 1.4641 0.11 0.05 -0.12 -0.347
C 0.2757 1.3380 2.5747 0.01 -0.03 -0.07 -0.172
C 0.6353 2.0706 1.2837 -0.07 0.07 -0.09 -0.272
Ge -0.8334 2.7613 0.1792 0.08 -0.07 -0.07 1.028
C 0.0792 3.4435 -1.4214 0.00 0.03 0.04 -0.257
C 0.3227 2.6806 -2.5632 0.06 0.00 0.03 -0.086
C 1.1329 3.1575 -3.5882 0.00 -0.01 0.02 -0.078
C 1.6978 4.4204 -3.4917 0.02 0.01 0.01 -0.104
C 1.4553 5.2029 -2.3692 0.02 0.00 0.01 -0.117
C 0.6592 4.7126 -1.3426 -0.02 0.02 -0.01 -0.133
C -2.1639 1.3852 -0.1925 -0.02 0.01 -0.04 -0.248
C -3.4128 1.4261 0.4234 0.03 -0.01 0.01 -0.101
C -4.3397 0.4126 0.2210 -0.01 -0.01 -0.01 -0.089
C -4.0322 -0.6562 -0.6073 -0.02 0.01 0.01 -0.090
C -2.7946 -0.7082 -1.2330 0.04 0.03 0.01 -0.078
C -1.8675 0.3018 -1.0210 -0.02 0.01 -0.02 -0.116
C -1.7292 4.2948 1.0038 0.03 -0.01 0.04 -0.278
C -1.3697 4.7658 2.2646 0.00 0.00 0.00 -0.099
C -1.9972 5.8742 2.8214 0.00 0.00 0.00 -0.095
C -2.9979 6.5291 2.1196 0.00 0.00 0.00 -0.105
C -3.3676 6.0738 0.8604 0.00 0.00 -0.01 -0.095
C -2.7362 4.9677 0.3104 -0.01 0.00 0.01 -0.111
H 1.1999 1.0591 3.0927 -0.01 -0.02 0.03 0.111
H -0.3087 1.9637 3.2511 0.00 0.00 -0.01 0.093
H 1.1572 1.4013 0.5933 0.09 -0.07 0.12 0.039
H 1.3201 2.9048 1.4705 -0.02 0.01 0.01 0.063
H -0.0906 1.6870 -2.6660 -0.01 -0.06 -0.02 0.080
H 1.3404 2.5178 -4.4367 -0.02 -0.03 -0.02 0.094
H 2.3319 4.7927 -4.2872 0.00 0.00 0.00 0.097
H 1.8910 6.1923 -2.2907 0.00 0.00 0.00 0.094
H 0.4841 5.3316 -0.4675 0.00 0.00 -0.01 0.095
H -3.6617 2.2462 1.0872 0.00 0.00 0.00 0.097
H -5.2994 0.4532 0.7215 0.00 0.00 0.00 0.097
H -4.7543 -1.4488 -0.7624 0.00 0.00 0.00 0.095
H -2.5419 -1.5314 -1.8907 0.00 -0.01 -0.01 0.100
H -0.9115 0.2263 -1.5261 -0.02 0.00 -0.01 0.047
H -0.5909 4.2608 2.8251 0.00 0.00 0.00 0.090
H -1.7056 6.2237 3.8044 0.00 0.00 0.00 0.097
H -3.4898 7.3921 2.5514 0.00 0.00 0.00 0.094
H -4.1479 6.5823 0.3072 0.00 0.00 0.00 0.097
H -3.0316 4.6229 -0.6753 0.00 0.00 0.00 0.107
Cl 3.8314 2.8837 -0.6246 -0.09 0.03 -0.05 0.678
C 4.8923 1.6740 0.0904 0.00 0.02 0.02 -1.600
Cl 6.0890 1.1255 -1.0938 0.00 0.00 -0.02 0.641
Cl 5.7094 2.3446 1.5187 0.01 -0.01 -0.01 0.610
C 4.1000 0.5197 0.5154 -0.02 0.02 0.04 -0.380
N 3.4809 -0.3837 0.8494 -0.06 -0.02 -0.04 0.201
```
Forces are in eV/Å.

***

Entry 2:
Formula: C31H31BiGeN6O2
Source: OMol25
Level of theory: the ωB97M-V functional and the def2-TZVPD basis

Output
strongest force on any atom: 1.9 eV/A
total charge: +2
LUMO level (alpha / beta): -7.790 / -8.237 eV
Kohn-Sham gap (alpha / beta): 4.832 / 4.385 eV

Structure (XYZ):
```
72
Properties=species:S:1:pos:R:3:forces:R:3:lowdin_charge:R:1
Bi 0.1606 0.2434 -0.3193 -0.49 1.14 0.55 1.686
N 2.4569 -3.2942 -1.3358 -0.55 0.21 -0.82 0.175
C 1.3218 -3.5507 -2.0427 0.88 -0.72 0.22 0.027
C 0.4301 -2.5349 -1.8579 -0.22 1.28 0.58 -0.085
N 0.9832 -1.5577 -1.0771 0.39 -1.60 -0.89 -0.171
C 2.3719 -1.9602 -0.8096 0.37 0.54 0.35 -0.419
C 3.3536 0.1322 -1.2839 0.01 0.38 0.16 -0.410
N 2.4511 0.8592 -0.6590 0.04 -0.49 -0.20 -0.095
C 2.9228 2.1673 -0.7080 0.07 0.11 0.05 -0.110
C 4.1030 2.1902 -1.3617 -0.13 0.15 0.06 -0.027
N 4.3658 0.8808 -1.7243 0.00 -0.21 -0.03 0.185
H 3.3620 -3.6252 -1.6475 0.02 -0.20 0.21 0.189
H 1.2200 -4.4580 -2.6164 -0.08 0.03 -0.07 0.153
H -0.5637 -2.4186 -2.2554 -0.03 -0.17 -0.05 0.126
H 2.3712 2.9779 -0.2683 0.04 0.07 0.06 0.116
H 4.7636 3.0024 -1.6041 0.05 -0.03 0.01 0.135
H 5.1688 0.5378 -2.2282 0.04 0.00 0.04 0.188
O 3.7679 -1.4632 1.0728 -0.03 0.07 -0.31 0.164
C 2.7422 -1.9688 0.7255 -0.26 -0.02 0.58 -0.308
O 3.3029 -1.1762 -1.5434 -0.12 -0.40 -0.05 0.122
C 1.7622 -2.6566 1.6453 0.01 0.23 0.21 -0.178
C 1.3869 -1.8098 2.8873 0.69 0.31 -0.42 -0.233
Ge 2.9702 -1.3930 4.1027 -0.75 -0.01 0.53 1.054
C 2.0831 -1.2777 5.8738 0.54 -0.19 -0.61 -0.278
C 2.6946 -1.8270 6.9967 -0.15 0.06 0.09 -0.105
C 2.0906 -1.7160 8.2428 0.11 -0.04 0.00 -0.071
C 0.8836 -1.0469 8.3734 -0.04 0.01 0.06 -0.077
C 0.2781 -0.4799 7.2615 -0.02 0.04 -0.08 -0.082
C 0.8785 -0.5968 6.0157 -0.05 -0.04 0.03 -0.125
C 3.7393 0.3987 3.8162 -0.06 -0.65 -0.17 -0.271
C 5.1095 0.6262 3.9091 -0.03 0.02 -0.08 -0.098
C 5.6187 1.9131 3.7949 0.05 0.01 0.06 -0.071
C 4.7598 2.9892 3.6245 0.05 -0.01 -0.01 -0.081
C 3.3911 2.7739 3.5603 -0.09 0.11 0.00 -0.093
C 2.8855 1.4852 3.6486 -0.08 -0.03 -0.10 -0.127
C 4.1191 -2.9823 4.0443 -0.20 0.45 0.05 -0.287
C 5.4121 -3.0051 3.5273 -0.07 0.01 -0.03 -0.111
C 6.1775 -4.1601 3.6068 0.05 -0.02 -0.09 -0.074
C 5.6506 -5.3081 4.1809 -0.02 0.00 0.00 -0.072
C 4.3567 -5.3006 4.6841 -0.02 -0.09 -0.05 -0.072
C 3.5953 -4.1440 4.6151 0.03 0.07 0.00 -0.124
H 2.2556 -3.5606 2.0176 0.04 -0.08 -0.17 0.127
H 0.8811 -2.9571 1.0742 -0.05 -0.12 0.01 0.094
H 0.6485 -2.3657 3.4646 0.06 0.04 0.10 0.077
H 0.9274 -0.8602 2.5818 -0.06 -0.05 0.03 0.015
H 3.6429 -2.3431 6.9033 -0.01 -0.03 0.03 0.100
H 2.5687 -2.1510 9.1108 -0.02 0.01 0.02 0.110
H 0.4134 -0.9632 9.3441 0.01 0.00 0.01 0.109
H -0.6574 0.0550 7.3637 -0.01 -0.01 0.02 0.104
H 0.4004 -0.1503 5.1482 -0.04 0.00 0.04 0.086
H 5.7846 -0.2004 4.0909 0.04 0.04 -0.02 0.090
H 6.6861 2.0778 3.8652 0.00 0.01 0.02 0.110
H 5.1544 3.9955 3.5714 0.00 -0.01 -0.02 0.108
H 2.7181 3.6194 3.4782 0.00 -0.03 -0.03 0.103
H 1.8089 1.3314 3.6218 0.04 0.04 0.02 0.085
H 5.8191 -2.1216 3.0513 0.06 -0.02 0.03 0.087
H 7.1889 -4.1641 3.2215 0.00 -0.01 -0.01 0.108
H 6.2461 -6.2097 4.2325 0.02 0.01 0.04 0.110
H 3.9441 -6.1928 5.1363 0.01 -0.01 0.00 0.110
H 2.5917 -4.1364 5.0281 0.02 -0.03 0.06 0.106
C -3.3106 1.2579 -0.5907 -0.08 -0.07 -0.08 0.000
C -3.1236 -0.2031 -0.3812 -0.09 -0.10 0.01 -0.387
N -1.9846 -0.8908 -0.3549 -0.03 0.05 -0.10 -0.135
C -2.3211 -2.2191 -0.1559 -0.11 -0.06 0.04 -0.139
C -3.6683 -2.3262 -0.0659 0.16 -0.16 -0.01 -0.036
N -4.1524 -1.0502 -0.2076 0.08 0.07 -0.01 0.135
H -2.3830 1.8067 -0.4467 -0.02 0.05 0.03 0.038
H -4.0559 1.6453 0.1029 0.06 0.06 0.03 0.101
H -3.6671 1.4541 -1.6032 0.05 0.02 0.00 0.104
H -1.5788 -2.9949 -0.0915 -0.03 -0.03 0.09 0.099
H -4.3022 -3.1821 0.0824 -0.04 0.03 0.02 0.134
H -5.1249 -0.7838 -0.1893 -0.01 0.00 0.01 0.183
```
Forces are in eV/Å.

***

Entry 3:
Formula: C31H31N8O3S2W
Source: OMol25
Level of theory: the ωB97M-V functional and the def2-TZVPD basis

Output
energy above the lowest of the compared OMol25 structures with the same formula, charge and spin: 0.4 kcal/mol
strongest force on any atom: 1.5 eV/A
total charge: +1
LUMO level (alpha / beta): -3.618 / -3.618 eV
Kohn-Sham gap (alpha / beta): 5.960 / 5.960 eV

Structure (XYZ):
```
76
Properties=species:S:1:pos:R:3:forces:R:3:lowdin_charge:R:1
W 0.6607 0.4646 0.7035 -0.02 0.38 -1.42 1.540
C 5.1177 -3.1413 2.5187 0.03 -0.03 -0.02 -0.074
C 4.8973 -1.6959 2.9318 0.02 0.05 0.01 -0.259
N 3.5418 -1.4696 3.4023 0.01 -0.01 0.01 -0.002
C 2.5972 -0.6966 2.8494 -0.15 -0.13 0.16 -0.717
S 2.9896 0.3222 1.4789 0.08 0.10 0.14 0.730
N 1.4188 -0.6925 3.4304 0.15 0.13 -0.17 0.027
N 0.5318 0.1348 2.7887 0.03 -0.12 -0.21 -0.172
C -0.4770 0.5968 3.4617 -0.56 0.34 -0.11 -0.258
C -0.7865 0.2735 4.8800 0.02 -0.10 0.08 -0.007
C -1.3377 1.4916 2.6889 0.26 -0.43 0.34 -0.218
C -2.4623 2.1260 3.2044 -0.10 0.19 -0.19 0.016
C -3.1768 2.9802 2.3882 0.00 -0.10 0.27 -0.021
C -2.7644 3.1853 1.0780 0.23 -0.03 -0.24 -0.026
C -1.6576 2.5096 0.6180 -0.18 0.15 0.00 -0.102
N -0.9590 1.6839 1.4083 0.45 -0.42 0.23 -0.067
H 6.1415 -3.2838 2.1731 0.00 0.00 0.00 0.080
H 4.4359 -3.4221 1.7154 -0.01 0.00 -0.01 0.060
H 4.9518 -3.8226 3.3541 -0.01 0.01 0.02 0.078
H 5.0784 -1.0235 2.0952 -0.01 -0.02 -0.01 0.070
H 5.5949 -1.4080 3.7214 0.00 -0.03 -0.01 0.120
H 3.2297 -1.9807 4.2156 0.02 0.00 0.00 0.150
H 0.0278 -0.2826 5.3327 0.00 0.01 -0.02 0.072
H -1.6941 -0.3330 4.9300 0.00 -0.01 0.02 0.103
H -0.9645 1.1837 5.4535 0.03 0.01 0.01 0.089
H -2.7706 1.9422 4.2220 0.01 -0.02 0.01 0.121
H -4.0579 3.4803 2.7660 -0.01 0.00 0.00 0.122
H -3.3046 3.8397 0.4100 -0.01 0.00 0.00 0.119
H -1.3118 2.5981 -0.4044 -0.04 0.02 -0.02 0.120
C -4.1954 -2.1455 -5.2300 0.02 -0.02 -0.06 -0.042
C -3.7579 -1.9342 -3.8100 0.01 0.03 0.06 -0.259
C -2.8596 -0.9197 -3.4821 0.01 0.01 -0.01 -0.028
C -2.4661 -0.7067 -2.1722 0.03 0.09 -0.05 -0.047
C -2.9753 -1.5183 -1.1707 0.00 -0.06 0.04 -0.286
C -3.8670 -2.5377 -1.4694 -0.01 -0.02 -0.01 -0.043
C -4.2521 -2.7368 -2.7855 0.00 -0.01 0.01 -0.022
S -2.5297 -1.2373 0.5147 -0.16 -0.03 0.19 0.629
O -2.8395 -2.4348 1.2448 0.04 0.06 -0.06 -0.278
O -3.1006 0.0060 0.9476 -0.01 -0.02 -0.07 -0.274
N -0.9112 -1.0225 0.4703 -0.10 -0.02 -0.03 -0.206
C -0.0992 -2.0807 0.1238 -0.08 0.30 0.08 -0.370
C -0.3717 -3.4074 -0.2040 0.12 -0.06 -0.04 0.020
C 0.7083 -4.1917 -0.5569 -0.05 -0.03 0.01 -0.031
C 2.0065 -3.6771 -0.5713 0.02 0.11 0.02 -0.051
C 2.1973 -2.3658 -0.2005 -0.10 -0.10 0.02 -0.124
N 1.1546 -1.6029 0.1467 0.07 0.35 0.45 -0.065
H -3.4787 -1.7201 -5.9311 -0.01 0.01 -0.01 0.078
H -5.1607 -1.6696 -5.4114 -0.01 0.00 0.01 0.091
H -4.3051 -3.2058 -5.4553 -0.01 0.00 0.01 0.083
H -2.4614 -0.2876 -4.2671 0.00 0.00 -0.01 0.111
H -1.7513 0.0724 -1.9351 -0.02 -0.03 0.02 0.092
H -4.2494 -3.1684 -0.6787 0.01 0.00 0.02 0.118
H -4.9470 -3.5340 -3.0187 0.00 0.00 -0.01 0.121
H -1.3752 -3.7990 -0.1691 -0.01 0.02 0.00 0.109
H 0.5420 -5.2267 -0.8260 0.00 0.00 -0.01 0.119
H 2.8496 -4.2870 -0.8593 0.00 -0.01 0.00 0.110
H 3.1684 -1.8923 -0.1669 0.01 -0.02 -0.01 0.088
O 0.5516 0.6588 -1.2958 0.12 -0.36 0.57 -0.240
C 0.7929 1.5474 -2.2466 0.04 0.30 -0.12 -0.318
C 0.5515 1.1712 -3.5774 0.02 0.07 0.10 0.003
C 0.7815 2.0549 -4.6069 -0.02 -0.05 -0.02 -0.055
C 1.2635 3.3391 -4.3467 0.01 0.00 0.03 -0.069
C 1.5099 3.7180 -3.0477 0.00 -0.01 -0.03 -0.026
C 1.2790 2.8393 -1.9790 -0.02 -0.09 0.08 -0.084
C 1.5405 3.2436 -0.6079 -0.03 0.13 -0.26 -0.239
N 1.4087 2.5084 0.4947 -0.13 -0.41 0.10 -0.110
C 1.7434 3.3135 1.5697 0.05 0.07 0.08 -0.135
C 2.0775 4.5399 1.1151 -0.01 -0.06 0.05 -0.038
N 1.9482 4.4813 -0.2542 -0.04 -0.09 -0.05 0.135
H 0.1951 0.1663 -3.7612 -0.02 -0.02 0.01 0.118
H 0.5918 1.7466 -5.6266 0.01 0.01 -0.01 0.114
H 1.4501 4.0280 -5.1580 0.00 0.01 0.00 0.111
H 1.8974 4.7133 -2.8700 0.00 0.01 0.02 0.107
H 1.7343 2.9344 2.5762 -0.01 -0.01 -0.02 0.109
H 2.3986 5.4306 1.6232 -0.01 0.00 0.02 0.125
H 2.1219 5.2367 -0.8928 0.01 0.01 0.00 0.155
```
Forces are in eV/Å.